(i)
63
Properties=species:S:1:pos:R:3 method="wB97M-V/def2-TZVPD" spin_multiplicity=1 charge=+2 gap_ev=6.90
C -2.313 4.320 -0.392
H -6.119 2.234 -4.448
H 1.440 -4.030 -1.428
C -4.341 -0.819 -2.492
H 2.643 3.010 -3.139
C 1.592 -1.956 -4.110
H 2.934 -3.441 -3.298
C -0.491 2.309 -1.105
C -3.591 0.284 -3.200
H -6.200 0.479 -4.387
C -1.058 -3.122 -0.922
C -1.619 1.987 -0.294
H -3.026 5.083 -0.109
C -3.552 2.292 -4.535
H 1.625 -0.549 3.745
C -3.592 2.588 0.908
H -6.207 1.412 -2.894
O 1.198 -0.853 0.460
O 3.202 -1.839 0.148
H 1.087 4.879 -2.618
H 2.075 0.707 -2.374
N 1.298 -1.225 3.065
H 0.089 -0.567 -4.717
C 1.191 -3.223 -2.105
H 3.181 -2.086 2.657
C -2.169 2.274 -4.558
C -1.477 1.272 -3.899
H -5.413 -0.668 -2.545
C -4.277 1.308 -3.867
C -0.036 -2.540 -1.902
C -5.781 1.360 -3.898
H 0.922 -2.030 3.553
H -1.622 3.036 -5.098
C -3.696 1.283 1.329
C 1.739 2.843 -2.572
C -0.283 3.621 -1.520
C -1.237 4.628 -1.150
C 0.878 3.872 -2.279
H -2.275 -1.410 -2.163
N -1.737 0.692 0.117
C -2.748 0.348 0.912
N -1.548 -0.763 -2.458
H 2.198 -1.792 -4.991
C 1.435 1.549 -2.140
C 0.427 -1.253 -3.955
H -4.322 3.325 1.220
H -1.073 5.644 -1.486
H -4.145 -1.797 -2.945
W -0.233 -0.629 -0.603
C -0.365 -1.485 -2.815
C -2.524 2.977 0.073
H -4.090 -0.885 -1.428
C -2.192 0.291 -3.230
H -4.086 3.075 -5.058
N 2.370 -1.627 2.264
O -1.300 -4.273 -0.778
N 0.345 1.286 -1.428
H -4.499 0.964 1.976
H -2.800 -0.694 1.202
C 2.003 -2.911 -3.157
O -1.537 -2.093 -0.189
C 2.377 -1.497 0.932
H -0.399 1.273 -3.920

***

(ii)
63
Properties=species:S:1:pos:R:3 method="wB97M-V/def2-TZVPD" spin_multiplicity=1 charge=+2 gap_ev="6.63 / 6.63"
C -0.968 -0.150 -1.664
C 2.704 2.720 -0.256
C -1.682 2.572 2.165
C -3.189 -1.329 -1.416
N -0.474 -1.171 -0.735
N -0.872 0.296 2.008
C -2.330 -0.217 -1.972
C -2.850 0.758 3.246
H -2.453 2.509 -3.977
H -2.197 4.681 2.164
H 4.559 -0.102 3.675
O 2.076 -1.382 2.085
C -1.894 -0.127 2.756
W 0.589 -0.967 1.143
H 1.427 -1.003 -2.765
C -0.686 1.798 -3.010
H -4.586 -0.151 -3.746
C -0.284 -3.550 0.829
H 0.908 0.868 -1.936
C -1.470 3.952 1.832
N 1.240 1.042 0.599
C 2.995 -2.377 2.496
O -0.700 -4.651 0.987
C 0.605 3.381 0.711
H 1.933 -4.923 0.241
C 2.379 1.390 0.013
C 2.619 -2.693 -2.235
C -2.754 2.097 2.948
H -3.658 0.376 3.853
H -1.938 -1.192 2.948
C 1.574 -1.817 -2.072
C -0.375 4.338 1.140
C 0.778 -3.178 -0.196
H 5.324 -0.353 2.239
C -0.763 1.627 1.720
C -2.035 1.759 -3.318
C 0.662 -2.043 -1.030
C 2.773 -3.800 -1.388
N 4.456 -0.486 2.742
H -1.278 -1.759 -0.517
H 3.646 2.949 -0.732
H 3.598 -4.482 -1.543
C -4.324 0.756 -3.199
H -3.494 2.795 3.321
C -0.143 0.841 -2.170
C 1.860 -4.050 -0.392
N 4.187 -1.856 2.820
H -4.208 -1.262 -1.781
H -4.554 1.605 -3.839
H 2.032 4.749 -0.164
C 0.385 2.029 0.975
H 3.045 0.583 -0.264
H -0.053 2.568 -3.430
C -2.869 0.765 -2.815
O 2.646 -3.514 2.548
H 4.845 -2.503 3.234
H -3.252 -1.301 -0.322
H 3.319 -2.535 -3.044
H -2.822 -2.317 -1.711
H -4.974 0.813 -2.325
C 1.810 3.714 0.064
O -0.638 -2.471 1.550
H -0.210 5.383 0.912

***

The structure with the greatest stability is (i).

***

(i)
10
Properties=species:S:1:pos:R:3 method="wB97M-V/def2-TZVPD" spin_multiplicity=1 charge=-1 gap_ev=6.47
C 0.347 -0.119 0.767
C -0.337 1.149 0.191
H -0.567 1.889 0.962
H -0.357 -0.861 1.142
H 1.091 0.219 1.481
H 0.806 -0.672 -0.070
O 0.381 -2.087 -1.816
H -1.194 0.873 -0.410
H -0.579 -1.963 -1.774
H 0.408 1.571 -0.471

***

(ii)
10
Properties=species:S:1:pos:R:3 method="wB97M-V/def2-TZVPD" spin_multiplicity=1 charge=-1 gap_ev=6.88
H 0.325 0.075 -1.573
H 1.105 -1.370 0.936
H 1.842 0.144 -0.648
C 0.748 0.180 -0.574
O -1.708 1.518 0.798
H -2.351 1.751 0.119
H -0.094 -1.816 -0.239
H 0.333 1.120 -0.186
C 0.274 -0.963 0.325
H -0.474 -0.639 1.042

***

The structure with the greatest stability is (ii).

***

(i)
11
Properties=species:S:1:pos:R:3 method="wB97M-V/def2-TZVPD" spin_multiplicity=1 charge=+1 smiles="CN(N)[NH+]=O" gap_ev="9.04 / 8.96"
C 1.111 -0.358 -0.437
H -0.576 1.278 -1.524
O -1.982 1.290 -0.174
H -1.194 0.096 1.918
N -0.831 0.945 -0.602
H 1.781 -1.092 0.233
H -0.085 -1.231 1.473
H 0.898 -0.907 -1.484
N -0.703 -0.523 1.129
N -0.182 0.009 0.048
H 1.765 0.492 -0.580

***

(ii)
11
Properties=species:S:1:pos:R:3 method="wB97M-V/def2-TZVPD" spin_multiplicity=1 charge=+1 gap_ev=10.71
H -1.611 1.446 0.459
O -0.907 -0.871 0.861
H 0.902 -0.878 1.828
C 0.058 -0.158 0.132
H -1.061 0.948 -1.125
H 0.191 -1.212 -1.540
N -0.580 1.166 -0.270
N 0.231 -0.254 1.578
H 1.678 -1.275 -0.759
N 0.798 -0.712 -0.897
H 0.301 1.800 -0.268

***

The structure with the greatest stability is (ii).

***

(i)
73
Properties=species:S:1:pos:R:3 method="wB97M-V/def2-TZVPD" spin_multiplicity=3 charge=+2 gap_ev="7.36 / 7.80"
C 1.171 4.580 2.927
C -1.692 1.099 4.198
H 2.918 3.690 3.806
H 3.135 1.965 2.042
H -0.562 5.256 1.852
V -0.145 -0.606 -1.540
H 0.265 0.263 3.693
H -1.523 -0.843 5.166
N 3.556 -2.017 -3.421
H -0.745 0.396 1.662
C -0.192 1.227 3.931
C -2.235 2.496 4.537
C 1.428 2.696 0.951
C -4.585 -0.130 2.032
H 1.767 -0.338 -3.461
H -3.946 -2.856 -5.494
C 2.341 2.702 1.997
H 3.262 -3.427 -1.500
H -1.362 0.538 6.261
N 1.671 -0.880 -2.613
C 1.512 -2.987 -0.590
H 3.483 2.817 -1.132
H -5.653 -0.271 2.134
H 5.021 -3.201 -4.305
C -1.343 -1.307 -3.058
H 3.064 -1.249 -5.340
C -3.000 -1.097 -1.308
H 1.054 -4.271 0.928
C -3.609 -2.074 -3.530
H -2.101 3.177 3.693
C -1.900 0.157 5.392
H 4.767 -1.135 -4.865
N -2.056 -0.628 -0.522
H -4.340 0.599 4.002
H 1.900 3.423 -1.719
H -1.703 2.904 5.398
H 2.476 -4.689 0.071
O 0.300 1.275 -0.959
C -1.811 0.250 1.790
H 2.630 1.951 -2.441
N 0.470 -2.212 -0.472
C 4.317 -3.267 -3.482
N 1.725 -4.036 0.216
H -4.633 -2.236 -3.211
H -0.329 3.552 0.058
C 2.509 2.539 -1.534
C 2.214 3.665 2.986
C 0.252 4.544 1.883
N 2.488 -2.786 -1.533
C -3.930 -0.440 0.845
H -1.620 -2.490 -6.233
C -0.984 -1.668 -4.354
S 1.684 1.499 -0.329
H 0.302 1.618 4.822
C -3.834 0.359 3.076
H 1.066 5.326 3.704
C -3.224 -2.424 -4.814
H 4.916 -3.429 -2.582
S -4.578 -1.089 -0.631
C 0.381 3.602 0.875
C -1.915 -2.219 -5.227
C -2.674 -1.515 -2.663
H 0.032 -1.526 -4.705
C 3.745 -1.059 -4.506
H -3.297 2.471 4.786
H -0.001 1.924 3.113
C -2.554 -0.251 0.718
C -2.441 0.557 2.983
H -0.173 -2.523 0.248
H 3.670 -4.127 -3.665
C 2.542 -1.844 -2.555
H 3.612 -0.038 -4.150
H -2.951 0.070 5.667

***

(ii)
73
Properties=species:S:1:pos:R:3 method="wB97M-V/def2-TZVPD" spin_multiplicity=3 charge=+2 gap_ev="7.55 / 7.96"
H -5.048 -4.590 0.676
H 2.130 -3.933 6.257
C -3.015 -2.348 -1.184
C -5.591 -4.671 -0.268
H -2.517 1.289 -0.596
H -7.171 -3.646 -2.267
C 2.278 1.279 -0.420
H -5.258 -2.055 0.482
N -0.747 -1.356 -1.251
S -0.538 -2.825 2.395
C 2.729 -0.746 -2.274
C -5.307 -3.470 -1.182
C 0.953 -3.421 4.542
H -2.211 5.598 0.440
H -1.485 -5.406 -3.049
S 0.575 -3.170 -2.500
H -1.087 4.125 1.753
C -0.099 2.415 2.263
H -3.427 -1.473 -0.698
H -4.369 2.500 -0.800
H 1.321 2.729 3.698
H 0.061 -0.191 6.478
C -1.897 -4.558 -2.521
H -2.987 2.916 -1.859
C 1.472 -3.201 5.812
H -5.311 -5.613 -0.736
C -2.978 4.889 0.762
C -1.898 2.694 0.572
H 2.901 -1.527 -3.004
H -6.838 -2.276 -0.257
N -1.806 1.468 0.102
H -3.843 -5.374 -2.437
H 4.618 0.199 -2.622
C 0.307 -1.090 5.929
H -5.625 -1.313 -1.090
H 1.555 -1.874 7.486
H -2.990 4.804 1.849
C 3.693 0.227 -2.063
H -3.945 5.280 0.465
C 3.464 1.242 -1.144
H 2.134 2.078 0.300
H 0.804 0.759 2.631
C -1.656 -2.374 -1.506
H -0.879 -0.562 4.219
C -5.772 -2.201 -0.472
N 0.097 1.167 2.028
H -2.798 -3.044 1.803
H 0.401 4.123 3.327
C 1.541 -0.686 -1.558
C -6.104 -3.622 -2.485
H 4.217 2.004 -0.990
N -1.039 3.142 1.548
H -6.655 -4.719 -0.038
C -3.816 -3.428 -1.509
N 0.546 3.137 3.203
C -0.227 -1.298 4.670
H -5.853 -4.544 -3.007
C -2.281 -2.845 2.737
V -0.461 0.002 0.372
C -1.106 -3.460 -2.182
N -2.801 3.578 0.138
H 1.206 -4.317 3.991
H -5.913 -2.788 -3.162
H -4.127 4.157 -1.356
C 0.103 -2.471 3.996
C 0.444 -1.642 -1.741
C 1.149 -2.042 6.498
H -2.578 -1.889 3.170
C 1.291 0.318 -0.615
C -3.227 -4.526 -2.172
H -2.452 -3.655 3.446
C -3.616 3.256 -1.035
O -0.300 -1.559 1.554

***

The structure with the greatest stability is (i).